Below is one molecule with the formula C6H9NO, with properties calculated with ωB97M-V with the def2-TZVPD basis set.

Last column: Mulliken charge in e.
Atoms and positions in Å:
1 C -1.3007 1.7405 -0.0704  -1.306
2 C -0.9840 0.3046 -0.0951  0.939
3 C -1.9047 -0.8150 -0.2192  -0.724
4 C -1.2352 -1.9245 -0.1054  -0.305
5 O 0.0231 -1.6850 0.2436  -0.339
6 C 0.1875 -0.3096 0.1745  0.177
7 C 1.6094 0.2138 0.3669  -0.909
8 N 2.6048 -0.3369 -0.4586  -0.451
9 H -2.3136 2.1095 -0.1027  0.358
10 H -0.6107 2.3628 -0.7411  0.279
11 H -0.9658 2.1711 0.9441  0.270
12 H -2.9377 -0.8355 -0.4244  0.413
13 H -1.5450 -2.9822 -0.0710  0.385
14 H 1.7148 -0.2184 1.3136  0.306
15 H 1.5198 1.2346 0.4616  0.530
16 H 2.9005 -1.2718 -0.1806  0.200
17 H 3.2374 0.2421 -1.0360  0.176

The lowest unoccupied orbital energy comes out at 1.01 eV. As for the max |F|: 4.1 eV Å⁻¹. The HOMO energy comes out at -8.29 eV. As for the SMILES: Cc1ccoc1CN. As for the multiplicity: 1. Its energy above the lowest of the compared OMol25 structures with the same formula, charge and spin is 43.39 kcal per mole.